# 1
The following is a quantum chemistry calculation of the molecule C15H17N3O5S at a distorted geometry, from the Open Molecules 2025 dataset.

Structure (XYZ):
```
41
Properties=species:S:1:pos:R:3:forces:R:3
C 6.603007 1.975181 -0.713361 -0.2 -0.3 0.1
C 6.291563 0.900771 0.317249 0.2 0.5 0.2
H 7.181168 0.318196 0.563258 -0.1 0.1 0.0
H 5.875541 1.351652 1.223802 0.1 -0.1 -0.1
O 5.356295 -0.056754 -0.194578 0.1 -0.3 -0.2
C 4.069819 0.261405 -0.141049 -0.1 -0.4 -0.2
O 3.629602 1.281894 0.318160 0.2 0.2 0.2
C 3.215203 -0.861970 -0.708222 0.2 0.1 0.2
C 1.912485 -0.353264 -1.195450 -0.2 0.7 0.3
N 1.324504 -0.760069 -2.264180 1.4 -0.9 0.1
N 0.168819 -0.165872 -2.504365 -1.5 0.7 -0.5
C -0.165389 0.698082 -1.597126 0.9 -0.3 0.9
N -1.303345 1.445714 -1.758524 -0.4 0.0 -0.6
C -1.995891 2.290041 -0.936338 0.0 -0.1 0.1
O -2.902578 2.956096 -1.382065 -0.1 0.1 0.1
C -1.600709 2.347387 0.535385 -0.2 0.2 0.2
O -1.254499 1.113119 1.105217 -0.2 0.0 0.2
C -2.168917 0.087059 1.081755 -0.2 -0.2 0.0
C -1.700643 -1.142583 1.545595 0.0 0.2 -0.1
C -2.528818 -2.239364 1.568516 -0.2 0.0 -0.1
C -3.850528 -2.140456 1.126422 0.0 0.1 0.0
C -4.313425 -0.916457 0.665701 -0.2 -0.4 0.0
C -3.477686 0.191676 0.642303 0.3 0.3 0.1
H -3.875489 1.124982 0.277010 0.0 0.1 0.0
H -5.326343 -0.798005 0.315823 -0.1 0.0 0.0
O -4.587028 -3.285982 1.189296 0.3 0.0 0.1
C -5.924881 -3.246241 0.756825 -0.2 0.0 -0.1
H -6.520487 -2.547958 1.353954 0.0 0.0 0.0
H -6.309118 -4.255563 0.895583 0.0 0.1 0.0
H -5.998190 -2.974236 -0.301164 0.0 0.0 0.0
H -2.176186 -3.193915 1.924475 0.1 -0.1 0.0
H -0.679806 -1.209086 1.886753 0.1 0.0 0.0
H -2.425480 2.828517 1.077688 0.1 -0.1 -0.2
H -0.706618 2.973026 0.637020 -0.1 0.0 0.0
H -1.695416 1.366048 -2.693258 0.0 0.1 0.2
S 1.020868 0.872750 -0.322371 -0.2 -0.5 -1.0
H 3.055852 -1.579865 0.103823 0.1 0.0 0.0
H 3.744237 -1.373203 -1.512459 -0.1 0.0 0.1
H 6.969233 1.521703 -1.631160 0.1 0.0 -0.1
H 5.707285 2.550115 -0.935205 0.0 0.1 0.0
H 7.361988 2.645429 -0.320737 0.1 0.1 0.0
```
Forces are in eV/Å.

Results
- E_LUMO (Eh) = 0.020
- Kohn-Sham gap (eV) = 8.72
- energy relative to the best compared isomer or geometry (same formula, charge and spin) (kcal per mole) = 20.3
- HOMO (eV) = -8.19


# 2
The following is a quantum chemistry calculation of the molecule C13H19BN2O3 at a distorted geometry, from the Open Molecules 2025 dataset.

Structure (XYZ):
```
38
Properties=species:S:1:pos:R:3:forces:R:3
O 1.453581 -1.112292 -1.268461 0.4 -0.2 -1.0
O -2.040825 -1.234032 2.221606 -0.2 -0.8 -0.9
O -2.213522 -2.907754 0.440629 -0.2 0.8 0.8
B -2.078046 -1.536121 0.881629 -1.0 -1.8 -1.4
C 0.521726 -0.819089 -0.551908 -1.4 0.7 -0.6
C 2.358583 3.884364 0.426981 0.0 1.0 0.1
C 2.624797 2.926531 -0.521339 -0.2 -0.5 -0.6
C 1.966522 3.518737 1.700328 0.0 -0.9 0.8
C 2.471050 1.588109 -0.184373 -0.1 0.4 0.1
C 1.847859 2.163523 2.063826 0.2 0.1 -0.4
C 2.109477 1.183348 1.096687 0.3 0.8 0.5
N -0.739445 -0.506733 -1.041867 0.4 -0.6 -0.9
N 0.668304 -2.294043 1.280277 0.2 -0.2 0.4
C -0.993783 -0.626243 -2.524862 0.1 -0.2 1.1
C -2.480457 -0.966459 -2.618509 -0.5 -0.1 0.3
C -3.154894 -0.513424 -1.277685 0.6 0.5 -0.6
C 2.057056 -0.281973 1.377769 0.2 -0.7 -0.4
C -2.020352 -0.412880 -0.255073 1.4 -0.8 0.8
C 0.706338 -0.877140 0.925834 0.0 0.1 1.5
H -2.072815 -2.027418 2.780535 0.0 0.2 -0.2
H -2.454941 -3.202391 -0.467321 0.5 1.0 1.0
H 2.454005 4.947822 0.179363 0.0 -0.4 0.1
H 2.902853 3.214125 -1.540460 0.0 -0.2 0.4
H 1.822537 4.275097 2.456803 -0.2 0.1 0.0
H 2.590441 0.817677 -0.911436 0.4 -0.3 -0.5
H 1.601099 1.849856 3.087315 0.0 0.3 -0.4
H -0.216510 -2.687259 0.972343 0.5 -0.5 0.0
H 1.444645 -2.759367 0.802405 -0.5 0.0 0.1
H -0.769098 0.322300 -3.023776 0.0 -0.1 0.1
H -0.350409 -1.410745 -2.961954 -0.2 0.4 0.3
H -2.620492 -2.059288 -2.702272 0.1 0.5 -0.3
H -2.932146 -0.451618 -3.485934 0.1 -0.5 0.4
H -3.896421 -1.229973 -0.937064 -0.2 0.0 -0.2
H -3.633165 0.462605 -1.418607 0.0 -0.2 0.1
H 2.862824 -0.775151 0.803346 -0.5 0.1 -0.1
H 2.310742 -0.563945 2.409683 -0.7 0.3 -0.1
H -1.980492 0.477872 0.329467 -0.3 1.3 -0.1
H -0.126627 -0.376628 1.456075 0.7 -0.1 -0.2
```
Forces are in eV/Å.

Results
- E_LUMO (Eh) = 0.013
- Kohn-Sham gap (eV) = 9.20
- energy relative to the best compared isomer or geometry (same formula, charge and spin) (kcal per mole) = 1.5
- HOMO (eV) = -8.86


# 3
The following is a quantum chemistry calculation of a structure of composition CrH30O19P at a distorted geometry, from the Open Molecules 2025 dataset.

Structure (XYZ):
```
51
Properties=species:S:1:pos:R:3:forces:R:3
Cr 1.308455 0.092376 -8.282878 -2.0 1.5 2.9
P 0.758661 1.752007 -6.640477 0.1 -1.2 -0.8
O 0.560095 2.902682 -5.693649 -0.4 -2.1 -1.0
O 0.057274 1.612641 -8.038098 -1.6 1.3 -1.3
O 0.579592 0.203593 -6.384636 -0.5 -0.3 1.7
O 2.136642 1.530547 -7.272177 3.2 0.4 -0.4
O -2.547701 2.501341 -7.802377 0.2 0.1 -0.2
H -2.693237 2.698868 -6.870900 -0.1 0.0 0.0
H -1.626640 2.189212 -7.865527 -0.6 0.0 0.0
O 4.726336 2.125938 -7.062869 0.0 -0.2 -0.5
H 3.777239 1.983503 -7.268415 0.6 0.2 0.5
H 5.137836 1.263420 -7.167528 0.1 0.0 0.1
O -2.074834 -0.073276 -5.807434 0.1 -0.4 -0.2
H -2.256618 0.825465 -5.506364 0.0 0.0 0.1
H -1.164494 -0.050292 -6.151649 -0.5 0.2 0.2
O 0.599149 2.244425 -2.938995 0.0 -0.1 -0.1
H -0.038419 2.836005 -2.529550 0.1 0.0 0.1
H 0.598923 2.485591 -3.881703 -0.1 -0.1 0.4
O 3.045147 0.464922 -9.433866 1.0 -0.6 -0.9
H 3.711850 -0.214936 -9.587124 0.0 0.0 0.1
H 3.410819 1.272704 -9.819447 -0.3 0.3 0.2
O 0.058042 5.511313 -5.792547 -0.1 -0.1 0.1
H -0.476914 5.631704 -6.583976 0.0 0.0 0.0
H 0.068107 4.550926 -5.643102 0.0 0.7 -0.2
O -2.092080 2.685016 -4.923532 0.1 0.1 -0.1
H -2.169051 3.001156 -4.019109 -0.1 0.0 0.0
H -1.170619 2.868757 -5.185458 -0.3 0.0 0.2
O -0.853224 -2.923476 -6.152624 0.3 0.4 -0.6
H -0.532249 -2.282825 -5.491584 -0.4 -0.5 0.2
H -0.378932 -3.734308 -5.948384 0.0 0.0 0.1
O -0.366639 -1.242532 -8.440916 0.4 -0.7 -0.2
H -1.226669 -1.094683 -8.850217 0.1 0.3 -0.1
H -0.537432 -1.864784 -7.701024 -0.1 -0.1 0.3
O 2.455417 -1.393041 -7.348211 0.7 -0.7 -0.5
H 2.355203 -2.350213 -7.288658 -0.3 0.0 -0.1
H 3.117133 -1.160270 -6.683738 -0.2 0.4 0.1
O 0.623202 0.384460 -10.452782 -0.1 -0.4 -0.6
H 0.096314 1.085762 -10.850371 0.0 0.2 0.3
H 1.046272 -0.062880 -11.193521 0.0 0.0 0.0
O 0.514253 3.453132 -9.957525 0.1 -0.4 -0.2
H 0.234222 2.831694 -9.251371 0.1 0.4 -0.2
H -0.027114 3.234215 -10.721356 -0.2 0.3 0.0
O 2.442581 4.323476 -7.631565 0.2 0.4 -0.2
H 1.720020 4.297341 -6.999926 0.0 0.4 0.1
H 2.420758 3.477126 -8.078094 0.0 0.0 -0.1
O 2.812253 3.758679 -4.292290 0.0 -0.1 0.0
H 2.048501 3.492457 -4.827423 0.6 0.3 0.2
H 2.627945 3.401170 -3.418128 -0.1 0.0 0.0
O 0.563849 -1.522248 -4.256273 0.3 -0.3 0.0
H 0.425266 -0.885344 -4.975235 0.3 0.5 0.1
H 1.002734 -1.018560 -3.564432 -0.2 0.0 0.1
```
Forces are in eV/Å.

Results
- multiplicity = 4
- E_LUMO (spin up / spin down) (Eh) = -0.056 / -0.052
- Kohn-Sham gap (spin up / spin down) (eV) = 8.52 / 8.65
- HOMO (spin up / spin down) (eV) = -10.06 / -10.06


# 4
The following is a quantum chemistry calculation of the molecule C2H5F2NS at a distorted geometry, from the Open Molecules 2025 dataset.

Structure (XYZ):
```
11
Properties=species:S:1:pos:R:3:forces:R:3
C 1.482057 0.315314 0.424960 -1.9 -0.2 2.4
C -1.709445 0.066579 -0.364007 1.6 -0.7 -0.4
N 0.733535 -0.698703 -0.219424 0.1 -1.5 -0.9
F -1.630055 1.163771 0.416064 -1.4 1.0 0.3
F -2.952942 -0.346781 -0.640362 -0.4 0.5 0.6
S -0.696082 -1.172693 0.487733 -0.2 -0.9 -0.3
H 0.697018 1.013839 0.628291 0.3 1.8 -0.6
H 1.711293 0.131129 1.485831 0.9 -0.7 -0.3
H 2.288436 0.562803 -0.182670 1.4 1.1 -0.7
H -1.183391 0.332241 -1.272701 -0.1 -0.2 -0.4
H 1.259576 -1.367496 -0.763719 -0.4 -0.2 0.2
```
Forces are in eV/Å.

Results
- E_LUMO (Eh) = 0.029
- Kohn-Sham gap (eV) = 9.90
- energy relative to the best compared isomer or geometry (same formula, charge and spin) (kcal per mole) = 25.4
- HOMO (eV) = -9.12